Here is one molecule with the formula C5H12OS from OMol25. Energies are from the ωB97M-V functional and the def2-TZVPD basis.

Computed properties:
Largest force on an atom in hartree/bohr: 0.07329
Kohn-Sham gap in eV: 9.83
E in eV: -18261.064
Structure (SMILES): CC(C)(C)[C@@H](O)S
HOMO energy in eV: -9.26
Charge: 0

Each line ends with the Mulliken charge.
Cartesian coordinates (Å):
C  0.08003  0.12742  0.08107  1.47
C  1.37017  -0.81268  -0.19994  -2.20
H  0.23802  2.40140  0.01426  0.36
H  1.37253  1.47134  -0.95694  0.37
H  0.84489  0.88863  1.92127  0.44
C  -1.11555  -0.59541  -0.46973  -0.26
H  1.05544  -1.75160  0.08251  0.60
H  0.36113  -0.71731  2.02464  0.38
H  -3.33438  0.27368  -0.97488  0.15
C  0.33549  1.50102  -0.60759  -1.58
H  1.57597  -0.81830  -1.23899  0.50
S  -2.59281  0.51938  0.17616  -0.22
H  2.24410  -0.48837  0.24996  0.49
H  -1.77205  -2.54040  -0.23034  0.32
H  -1.20638  -0.33285  -1.54698  0.47
H  -0.84918  0.55964  1.82080  0.51
C  0.08289  0.18348  1.59013  -1.70
H  -0.35752  1.68219  -1.35317  0.42
O  -1.03316  -1.90519  -0.07649  -0.51

Cartesian forces (eV/Å) of the 3 atoms listed first:
3.697 -0.693 -0.239
-2.663 1.959 -1.390
0.022 -0.503 0.411